C40H43BrInN7O10S2Si | ωB97M-V with the def2-TZVPD basis set

The geometry in XYZ format:
```
105
Properties=species:S:1:pos:R:3:forces:R:3:lowdin_charge:R:1
In 1.7161 -0.2588 0.6707 -0.266 -0.002 0.194 0.656
C 0.6917 4.8304 4.3294 0.029 -0.004 -0.002 -0.092
C -0.3989 3.8602 3.8911 -0.010 -0.026 -0.038 -0.260
N 0.0308 2.4770 3.8751 0.178 -0.006 0.154 -0.017
C 0.7814 1.9288 2.8837 -0.200 -0.012 0.009 -0.764
S 1.2636 0.2797 3.1344 0.144 0.076 -0.022 0.786
N 1.0420 2.7137 1.8671 0.092 -0.361 -0.267 0.037
N 1.5826 2.0611 0.7925 -0.035 0.301 0.330 -0.004
C 2.1590 2.7621 -0.1035 -0.008 -0.169 -0.225 -0.261
C 2.3429 4.2416 -0.0197 -0.032 0.050 -0.020 -0.018
C 2.6591 2.0264 -1.2930 -0.270 0.095 0.160 -0.194
C 3.3436 2.6726 -2.3061 0.061 0.012 -0.092 -0.006
C 3.7812 1.9325 -3.3964 0.004 0.050 -0.027 -0.053
C 3.5291 0.5787 -3.4386 0.035 0.006 -0.001 -0.030
C 2.8437 0.0095 -2.3755 -0.017 -0.098 0.113 -0.107
N 2.3981 0.7150 -1.3499 0.344 0.152 0.112 0.099
H 0.3195 5.8576 4.3068 -0.003 -0.003 -0.005 0.064
H 1.0270 4.6079 5.3450 0.004 0.002 0.002 0.064
H 1.5493 4.7547 3.6606 -0.002 0.000 -0.002 0.059
H -1.2621 3.9176 4.5548 -0.025 0.026 -0.028 0.106
H -0.7402 4.1155 2.8875 -0.018 0.016 0.014 0.100
H -0.0693 1.9204 4.7057 -0.051 -0.009 -0.034 0.110
H 1.8420 4.6164 0.8667 -0.006 0.007 0.007 0.060
H 3.4073 4.4840 0.0372 0.000 0.003 -0.001 0.088
H 1.9268 4.7301 -0.9034 -0.011 -0.028 0.004 0.086
H 3.5328 3.7340 -2.2436 0.006 -0.008 -0.009 0.101
H 4.3191 2.4191 -4.2014 -0.001 -0.002 0.002 0.102
H 3.8575 -0.0446 -4.2579 -0.010 -0.003 -0.005 0.111
H 2.6410 -1.0474 -2.3472 0.022 -0.028 -0.012 0.093
C 0.0335 -2.9927 2.6278 -0.049 0.058 0.038 -0.060
O -0.5258 -1.8585 1.9891 -0.097 -0.151 -0.024 -0.184
C -1.5621 -1.2223 2.5658 0.169 -0.031 -0.138 -0.255
C -2.3097 -1.7378 3.6045 -0.084 0.052 0.081 -0.057
C -3.3381 -0.9592 4.1342 0.056 -0.041 -0.047 -0.675
Br -4.3831 -1.6845 5.5580 0.014 0.013 -0.013 0.670
C -3.6064 0.3007 3.6743 0.020 0.022 0.002 -0.090
C -2.8414 0.8222 2.6164 -0.148 0.228 0.080 -0.056
C -1.8503 0.0536 2.0245 -0.015 0.025 -0.008 -0.197
O -1.0541 0.5010 1.0337 0.131 -0.123 0.035 0.004
C -3.0633 2.2422 2.2704 -0.022 -0.071 -0.075 -0.249
N -3.5418 3.1157 3.1335 -0.065 0.117 -0.058 0.162
C -3.5748 4.3071 2.4350 -0.097 0.027 0.228 -0.257
C -3.9740 5.5801 2.8458 0.017 0.029 0.007 -0.040
C -3.8889 6.6162 1.9341 0.015 -0.043 -0.039 -0.126
C -3.4155 6.4030 0.6263 -0.016 -0.026 0.054 -0.118
C -3.0150 5.1498 0.2012 -0.001 0.050 0.026 -0.011
C -3.1024 4.1163 1.1296 0.026 -0.207 -0.060 -0.187
N -2.7928 2.7835 1.0519 -0.038 0.394 0.690 0.204
H -0.6491 -3.8468 2.5845 -0.022 -0.011 -0.002 0.092
H 0.2742 -2.7590 3.6688 0.017 -0.019 0.012 0.099
H 0.9475 -3.2235 2.0828 -0.001 0.012 -0.014 0.093
H -2.1009 -2.7191 4.0021 0.004 -0.009 0.011 0.098
H -4.3681 0.9217 4.1211 -0.004 0.005 -0.003 0.098
H -1.5342 0.8269 0.2317 0.079 -0.206 -0.050 0.062
H -4.3329 5.7406 3.8549 -0.008 0.006 0.004 0.099
H -4.1898 7.6141 2.2291 0.000 0.014 0.001 0.083
H -3.3588 7.2389 -0.0598 -0.003 0.014 -0.001 0.087
H -2.6390 4.9789 -0.7990 0.022 -0.019 0.000 0.109
H -2.4710 2.2849 0.2186 -0.132 0.017 -0.201 0.073
O 4.6987 -1.2559 -0.6330 0.120 -0.035 0.057 -0.364
S 4.3702 -1.1782 0.7939 -0.384 -0.054 0.062 0.307
O 5.3937 -1.7298 1.6567 -0.080 0.157 0.046 -0.347
O 3.9512 0.2295 1.1601 0.276 -0.205 -0.363 -0.416
O 3.0259 -1.9309 1.0016 0.164 0.075 -0.031 -0.424
O -1.8469 1.9713 -3.1051 -0.134 0.161 -0.165 0.009
N -1.6150 2.0269 -1.9061 0.305 -0.643 -0.227 -0.554
O -2.3751 1.3695 -1.0997 -0.053 -0.072 -0.314 -0.102
O -0.6580 2.6403 -1.4352 0.031 0.330 0.142 0.013
C -2.3796 -1.9986 -2.0334 0.005 -0.049 0.019 -0.086
C -1.5769 -3.2255 -1.5700 -0.058 0.072 0.105 -0.575
C -2.1527 -3.6393 -0.2112 0.023 -0.085 -0.029 -0.082
C -1.8041 -4.3584 -2.5784 0.031 0.032 -0.058 -0.095
Si 0.2676 -2.6948 -1.4853 -0.144 0.092 -0.073 0.493
O 0.4942 -1.3922 -0.5864 0.160 0.030 -0.119 -0.303
C 1.3928 -4.1446 -1.0323 0.066 -0.058 0.125 -0.196
C 2.7776 -3.9358 -1.0898 -0.060 0.069 0.009 -0.091
C 3.6801 -4.9292 -0.7412 -0.038 -0.039 0.011 -0.069
C 3.2187 -6.1726 -0.3285 -0.007 0.033 -0.014 -0.108
C 1.8530 -6.4054 -0.2528 -0.012 0.030 0.009 -0.111
C 0.9567 -5.3969 -0.5922 0.061 -0.043 -0.065 -0.105
C 0.6517 -2.3120 -3.3120 -0.039 0.032 -0.071 -0.218
C 0.3088 -1.0586 -3.8349 -0.020 -0.047 0.005 -0.106
C 0.4872 -0.7541 -5.1769 0.024 -0.029 0.011 -0.087
C 1.0265 -1.7040 -6.0363 -0.002 -0.016 0.025 -0.115
C 1.3764 -2.9543 -5.5433 0.001 0.023 0.005 -0.106
C 1.1857 -3.2507 -4.1975 0.041 0.038 0.014 -0.094
H -3.4502 -2.2420 -2.0397 -0.005 0.008 -0.002 0.083
H -2.1074 -1.6853 -3.0424 -0.016 -0.012 -0.008 0.071
H -2.2344 -1.1417 -1.3732 -0.003 -0.019 -0.005 0.065
H -3.2215 -3.8685 -0.3183 0.005 0.000 -0.008 0.080
H -2.0556 -2.8329 0.5093 0.008 0.069 0.077 0.064
H -1.6704 -4.5251 0.2089 0.005 0.019 0.005 0.060
H -2.8701 -4.6214 -2.6002 -0.004 0.009 -0.003 0.076
H -1.2442 -5.2647 -2.3364 0.000 0.004 0.021 0.062
H -1.5177 -4.0568 -3.5888 0.006 0.006 0.009 0.071
H 3.1768 -2.9612 -1.3504 0.005 -0.067 -0.037 0.079
H 4.7406 -4.7112 -0.7562 0.004 0.014 -0.013 0.108
H 3.9204 -6.9494 -0.0470 0.006 -0.004 0.004 0.088
H 1.4811 -7.3669 0.0836 0.000 -0.008 0.005 0.087
H -0.1019 -5.6034 -0.5057 -0.015 -0.013 -0.023 0.070
H -0.1018 -0.3019 -3.1747 0.011 0.027 0.000 0.102
H 0.2108 0.2269 -5.5443 -0.006 0.005 0.003 0.102
H 1.1754 -1.4697 -7.0844 -0.002 -0.002 -0.005 0.087
H 1.8017 -3.6998 -6.2063 0.002 0.002 0.000 0.089
H 1.4717 -4.2303 -3.8274 -0.004 0.002 0.014 0.101
```
Forces are in eV/Å.

The total charge is -2. As for the lowest unoccupied orbital energy: 3.74 eV. The value obtained for the strongest force on any atom is 0.015 hartree/bohr. The calculation puts the gap between HOMO and LUMO at 7.1 eV. The spin multiplicity is 1. The value obtained for the energy is -177853.887 eV.

=====

C44H35AuN2O2 | ωB97M-V with the def2-TZVPD basis set

The geometry in XYZ format:
```
84
Properties=species:S:1:pos:R:3:forces:R:3:lowdin_charge:R:1
Au -0.0602 0.1190 -0.0971 -0.155 2.672 -2.813 1.240
O 0.9511 0.3814 1.7544 0.244 -0.299 -0.117 -0.290
C 0.7674 -0.2442 2.9475 -0.124 -0.470 0.525 -0.523
C -0.4720 -1.2012 2.9493 0.487 0.346 0.002 -0.073
C -0.3195 -2.3399 2.0078 -0.117 -0.417 0.467 -0.258
C -0.1112 -3.6338 2.4789 -0.001 -0.060 -0.242 0.000
C -0.0601 -4.6789 1.5704 0.028 0.239 0.080 -0.037
C -0.1947 -4.3952 0.2254 -0.071 0.208 -0.073 -0.006
C -0.4022 -3.0760 -0.1746 -0.022 -0.672 0.339 -0.267
C -0.5824 -2.7384 -1.6036 0.558 0.296 -0.300 -0.065
C 0.7337 -2.1358 -2.2042 -0.804 -1.402 -0.523 -0.504
O 1.0770 -0.9578 -1.6278 -0.242 1.848 1.786 -0.198
C 1.8762 -3.1445 -2.0185 0.015 0.186 0.062 -0.158
C 2.0116 -4.2342 -2.8651 0.028 -0.079 0.072 -0.030
C 3.1030 -5.0765 -2.7462 -0.043 -0.127 -0.073 -0.080
C 4.0628 -4.8440 -1.7761 0.079 -0.114 0.033 -0.094
C 3.9080 -3.7804 -0.9059 0.119 -0.028 0.098 -0.070
C 2.8220 -2.9340 -1.0275 -0.118 0.091 -0.012 -0.014
C 0.5563 -1.9382 -3.7232 -0.125 0.018 0.056 -0.190
C -0.5728 -2.3264 -4.4351 0.079 -0.011 0.119 -0.060
C -0.6994 -2.0178 -5.7788 -0.058 -0.005 -0.188 -0.082
C 0.3075 -1.3362 -6.4367 -0.150 -0.022 -0.143 -0.101
C 1.4486 -0.9711 -5.7434 0.191 0.028 0.044 -0.074
C 1.5742 -1.2751 -4.4008 -0.094 0.029 0.023 -0.017
N -0.4643 -2.0841 0.7113 -0.265 -0.182 -0.028 0.095
C 0.5700 0.8229 4.0436 0.013 -0.017 -0.003 -0.178
C 1.5468 1.8095 4.1468 -0.065 0.023 -0.010 -0.018
C 1.4167 2.8436 5.0545 0.171 0.004 -0.047 -0.080
C 0.3107 2.9078 5.8849 -0.169 0.061 0.156 -0.107
C -0.6551 1.9220 5.8071 -0.065 0.139 0.151 -0.086
C -0.5237 0.8852 4.8994 0.087 -0.141 -0.142 -0.062
C 2.0081 -1.0494 3.3546 -0.041 0.111 0.086 -0.158
C 2.1122 -1.5395 4.6495 0.101 -0.130 -0.051 -0.036
C 3.2733 -2.1548 5.0764 -0.075 -0.069 0.172 -0.082
C 4.3464 -2.2945 4.2131 0.084 -0.093 0.029 -0.097
C 4.2348 -1.8361 2.9136 0.184 -0.077 -0.014 -0.080
C 3.0753 -1.2136 2.4859 -0.208 0.098 -0.082 -0.021
H -1.3329 -0.5998 2.6447 -0.101 -0.056 0.117 0.123
H -0.6102 -1.5905 3.9575 -0.165 -0.003 -0.060 0.110
H -0.0264 -3.8200 3.5381 0.037 0.063 0.103 0.114
H 0.0595 -5.6979 1.9087 0.074 -0.056 0.021 0.110
H -0.1646 -5.1792 -0.5154 0.015 -0.052 -0.086 0.117
H -1.3506 -1.9682 -1.7090 -0.125 -0.108 -0.055 0.121
H -0.8514 -3.6406 -2.1509 -0.071 0.062 -0.005 0.118
H 1.2749 -4.4122 -3.6342 -0.048 -0.018 -0.151 0.117
H 3.2109 -5.9077 -3.4260 0.020 -0.117 -0.078 0.099
H 4.9269 -5.4886 -1.7004 0.041 -0.056 0.013 0.098
H 4.6435 -3.5998 -0.1364 0.083 0.022 0.096 0.096
H 2.7021 -2.0843 -0.3747 0.019 0.086 0.056 0.096
H -1.3907 -2.8498 -3.9627 -0.013 -0.002 0.101 0.105
H -1.5977 -2.3089 -6.3050 -0.037 -0.024 -0.078 0.102
H 0.1999 -1.0932 -7.4832 0.017 0.030 -0.107 0.099
H 2.2411 -0.4417 -6.2526 0.076 0.038 -0.026 0.104
H 2.4520 -0.9756 -3.8488 0.110 0.060 0.054 0.129
H 2.4059 1.7594 3.4947 0.073 -0.003 -0.101 0.127
H 2.1819 3.6032 5.1232 0.086 0.059 -0.025 0.103
H 0.2012 3.7143 6.5942 0.025 0.095 0.078 0.098
H -1.5196 1.9488 6.4551 -0.053 0.044 0.075 0.101
H -1.3026 0.1378 4.8745 -0.036 -0.069 -0.070 0.104
H 1.2900 -1.4071 5.3379 -0.071 0.037 0.136 0.116
H 3.3429 -2.5079 6.0937 0.048 -0.067 0.139 0.099
H 5.2640 -2.7494 4.5583 0.052 -0.057 -0.007 0.098
H 5.0691 -1.9462 2.2370 0.084 0.005 -0.111 0.097
H 2.9962 -0.8197 1.4841 -0.047 0.101 -0.063 0.102
C -0.8064 3.9698 2.4030 -0.093 0.017 -0.137 -0.032
C -0.4842 4.9321 1.4585 0.005 -0.201 0.029 -0.042
C -0.3441 4.5480 0.1393 0.031 -0.202 -0.023 0.001
C -0.5100 3.2059 -0.2110 -0.023 0.659 0.133 -0.219
N -0.8032 2.2947 0.7214 0.304 -1.080 -0.708 0.071
C -0.9549 2.6593 1.9783 -0.143 0.041 0.608 -0.098
C -0.4740 2.7065 -1.5802 0.044 0.020 0.093 -0.188
C -0.4071 3.5662 -2.6795 0.007 -0.257 0.045 -0.029
C -0.5022 3.0701 -3.9654 0.021 0.091 -0.037 -0.076
C -0.7137 1.7172 -4.1590 -0.069 0.028 0.106 -0.059
C -0.7589 0.8617 -3.0666 -0.125 -0.489 0.138 -0.080
C -0.5964 1.3283 -1.7777 0.491 -0.669 0.324 -0.097
H -0.9364 4.2198 3.4433 -0.030 -0.058 0.102 0.104
H -0.3459 5.9665 1.7434 0.000 0.005 0.013 0.112
H -0.0973 5.2798 -0.6121 0.023 0.022 -0.070 0.103
H -1.2144 1.8823 2.6806 0.083 0.006 -0.038 0.103
H -0.2669 4.6261 -2.5286 -0.068 0.059 0.024 0.101
H -0.4248 3.7384 -4.8107 -0.013 0.051 -0.043 0.104
H -0.8189 1.3082 -5.1550 -0.022 -0.034 -0.002 0.105
H -0.9091 -0.1862 -3.2512 0.032 -0.006 0.035 0.075
```
Forces are in eV/Å.

The total charge is 0. As for the lowest unoccupied orbital energy: -1.53 eV. The value obtained for the strongest force on any atom is 0.076 hartree/bohr. The calculation puts the gap between HOMO and LUMO at 6.5 eV. The spin multiplicity is 1. The value obtained for the energy is -56961.154 eV.